{
  "formula": "C34H55ClMnN3OP2",
  "method": "ωB97M-V/def2-TZVPD",
  "elements": ["C", "C", "C", "C", "C", "H", "H", "H", "N", "P", "P", "C", "H", "H", "C", "O", "C", "H", "C", "C", "C", "C", "C", "H", "H", "H", "C", "H", "H", "H", "C", "H", "H", "H", "C", "H", "H", "H", "C", "H", "H", "H", "C", "H", "H", "H", "C", "H", "H", "H", "C", "H", "H", "H", "C", "H", "H", "H", "C", "H", "H", "H", "C", "H", "H", "H", "C", "H", "H", "H", "Mn", "N", "C", "C", "C", "C", "C", "H", "H", "H", "H", "H", "H", "H", "H", "H", "Cl", "C", "C", "C", "C", "N", "C", "H", "H", "H", "H"],
  "positions_angstrom": [[-2.4231, -0.6580, -1.8565], [-2.3896, -1.9131, 0.1460], [-3.6017, -1.2753, -2.2650], [-3.6679, -2.4382, -0.1788], [-4.2697, -2.1242, -1.3814], [-3.9901, -1.0458, -3.2537], [-4.1198, -3.1085, 0.5496], [-5.2473, -2.5202, -1.6447], [-1.8274, -0.9555, -0.6870], [-0.8310, 1.6586, -1.7981], [0.0480, -1.9985, 1.5245], [-1.7579, 0.3764, -2.7637], [-1.0682, -0.1401, -3.4489], [-2.5204, 0.8564, -3.3905], [1.4623, 0.3551, 0.7993], [2.4746, 0.6269, 1.3341], [-1.6746, -2.3283, 1.3014], [-2.2106, -2.9582, 2.0108], [0.8803, -3.5864, 0.7927], [0.3891, -1.9666, 3.4289], [0.5421, 2.4051, -2.9304], [-2.2526, 2.9083, -1.5159], [2.3484, -3.2617, 0.4936], [2.9079, -2.9389, 1.3808], [2.8399, -4.1661, 0.1000], [2.4246, -2.4747, -0.2688], [0.7480, -4.7794, 1.7440], [1.2937, -4.6540, 2.6856], [-0.3073, -4.9986, 1.9560], [1.1694, -5.6684, 1.2484], [0.1817, -3.9720, -0.5128], [0.6471, -4.8913, -0.9041], [-0.8843, -4.1765, -0.3624], [0.2845, -3.1920, -1.2738], [1.9011, -2.1504, 3.6585], [2.4794, -1.4235, 3.0711], [2.1206, -1.9585, 4.7204], [2.2597, -3.1616, 3.4338], [-0.0064, -0.6197, 4.0435], [0.5273, 0.2261, 3.5987], [-1.0813, -0.4225, 3.9679], [0.2526, -0.6486, 5.1147], [-0.4313, -3.0347, 4.1617], [-0.1741, -4.0607, 3.8891], [-0.2376, -2.9308, 5.2408], [-1.5053, -2.8916, 3.9981], [-1.7043, 4.0249, -0.6152], [-2.5094, 4.7512, -0.4175], [-1.3637, 3.6239, 0.3467], [-0.8652, 4.5681, -1.0704], [-3.4152, 2.1941, -0.8055], [-4.0269, 1.6085, -1.5073], [-3.0701, 1.5292, -0.0075], [-4.0694, 2.9496, -0.3416], [-2.8301, 3.5051, -2.8155], [-3.8045, 3.9584, -2.5713], [-2.2086, 4.3036, -3.2328], [-3.0093, 2.7474, -3.5887], [0.7798, 1.4672, -4.1153], [-0.1041, 1.3804, -4.7618], [1.6039, 1.8629, -4.7313], [1.0704, 0.4655, -3.7846], [1.8296, 2.5167, -2.0922], [2.2104, 1.5337, -1.7857], [2.6078, 3.0074, -2.6987], [1.6737, 3.1257, -1.1891], [0.2148, 3.7881, -3.5041], [-0.6256, 3.7494, -4.2075], [0.0254, 4.5407, -2.7296], [1.0902, 4.1331, -4.0788], [-0.0764, 0.0106, -0.0656], [0.9827, -0.7975, -1.5418], [1.5805, -1.3708, -2.3707], [2.4679, -2.1154, -3.3267], [2.0456, -3.5869, -3.3604], [2.3518, -1.5421, -4.7448], [3.9194, -1.9916, -2.8511], [2.2245, -4.0636, -2.3872], [0.9819, -3.6722, -3.6231], [2.6225, -4.1421, -4.1118], [2.7676, -0.5280, -4.7913], [2.9200, -2.1592, -5.4557], [1.3053, -1.5359, -5.0779], [4.5977, -2.4946, -3.5525], [4.2112, -0.9336, -2.7931], [4.0475, -2.4541, -1.8637], [-0.1167, 4.3550, 3.8309], [-0.9941, 3.0299, 3.1939], [-2.2552, 2.7053, 3.6886], [-2.9093, 1.6228, 3.1029], [-2.2700, 0.8913, 2.1043], [-1.0492, 1.2152, 1.6086], [-0.4076, 2.2826, 2.1615], [-2.6962, 3.2949, 4.4882], [-3.9115, 1.3240, 3.4076], [-2.7689, 0.0058, 1.7002], [0.5769, 2.5613, 1.7933]],
  "atomic_forces_ev_per_a": [[-0.59, -0.46, -0.46], [1.05, 0.01, 0.73], [0.71, 0.97, -0.47], [-0.63, 0.00, -0.34], [0.35, -0.40, 0.94], [-0.09, 0.02, 0.24], [-0.05, 0.11, -0.26], [0.20, -0.06, 0.08], [-0.74, -0.48, 0.05], [-0.67, 0.95, -0.61], [-0.48, -1.50, 0.64], [0.08, -0.29, -0.19], [-0.17, 0.12, 0.28], [0.19, -0.23, 0.12], [9.07, 2.77, 4.83], [-3.75, -1.33, -1.89], [-0.64, 0.53, -0.29], [0.16, 0.02, -0.23], [0.10, 0.43, 0.51], [0.01, -0.29, -0.57], [-0.43, -0.07, 0.01], [0.40, 0.13, -0.35], [0.19, -0.24, 0.01], [-0.14, -0.10, -0.27], [-0.01, 0.21, 0.07], [0.03, -0.19, 0.29], [0.19, -0.32, -0.13], [-0.18, -0.07, -0.32], [0.25, 0.08, -0.02], [-0.09, 0.16, 0.08], [-0.13, 0.01, -0.08], [-0.08, 0.24, 0.12], [0.23, 0.08, 0.00], [-0.20, -0.19, 0.17], [0.02, 0.04, 0.21], [-0.07, -0.19, 0.15], [-0.05, -0.06, -0.25], [-0.10, 0.34, 0.03], [-0.04, 0.21, -0.01], [0.02, -0.15, 0.06], [0.19, -0.13, -0.01], [-0.08, 0.02, -0.31], [0.07, -0.16, 0.27], [-0.10, 0.31, 0.08], [-0.10, -0.01, -0.21], [0.21, 0.01, 0.09], [-0.13, 0.14, 0.09], [0.26, -0.15, -0.02], [-0.13, 0.13, -0.20], [-0.30, -0.15, 0.18], [0.02, -0.21, 0.15], [0.22, 0.12, 0.20], [-0.14, 0.12, -0.26], [0.18, -0.14, -0.20], [-0.12, 0.35, 0.13], [0.23, -0.15, -0.09], [-0.24, -0.27, 0.15], [0.03, 0.22, 0.14], [0.18, -0.09, -0.18], [0.22, 0.06, 0.15], [-0.20, -0.07, 0.17], [-0.15, 0.34, -0.14], [-0.02, 0.05, 0.02], [-0.11, 0.20, -0.04], [-0.19, -0.14, 0.19], [0.04, -0.13, -0.21], [0.19, 0.17, -0.25], [0.28, 0.03, 0.24], [0.01, -0.21, -0.32], [-0.19, -0.10, 0.18], [-5.21, -0.14, -1.23], [2.53, -2.45, -4.02], [-0.53, 0.97, 1.57], [0.13, -0.25, -0.43], [-0.32, -0.40, 0.31], [-0.19, 0.38, -0.26], [0.22, 0.28, 0.49], [-0.17, 0.11, -0.31], [0.26, -0.11, 0.13], [-0.03, 0.36, 0.14], [-0.21, -0.20, -0.05], [-0.12, 0.05, 0.41], [0.25, 0.10, 0.00], [-0.33, 0.09, 0.08], [0.02, -0.28, 0.03], [0.03, 0.16, -0.23], [0.16, 0.28, 0.16], [0.16, -0.59, -0.49], [0.06, -0.25, -0.46], [0.24, 0.08, 0.02], [0.33, 0.31, -0.14], [-0.46, 0.95, 1.41], [-1.40, -0.60, 0.25], [0.05, -0.13, -0.17], [0.30, 0.09, 0.03], [0.40, 0.32, -0.03], [-0.19, -0.11, -0.04]],
  "spin_multiplicity": 6,
  "homo_lumo_gap_ev": [6.408, 5.426],
  "charge": 1,
  "e_lumo_ev": [-2.34, -3.36]
}

=====

{
  "formula": "C30H62B2FN2O16PS4",
  "method": "ωB97M-V/def2-TZVPD",
  "elements": ["C", "B", "O", "C", "S", "C", "C", "O", "O", "C", "C", "C", "O", "C", "O", "C", "S", "O", "S", "O", "O", "C", "C", "C", "F", "C", "S", "P", "C", "O", "C", "C", "C", "C", "C", "C", "O", "C", "C", "O", "O", "B", "O", "O", "H", "H", "H", "H", "H", "H", "H", "H", "H", "H", "H", "H", "H", "H", "H", "H", "H", "H", "H", "H", "H", "H", "H", "H", "H", "H", "H", "H", "H", "H", "H", "H", "H", "H", "H", "H", "H", "H", "H", "H", "C", "C", "C", "O", "C", "N", "H", "H", "H", "H", "H", "H", "H", "H", "H", "H", "H", "C", "C", "C", "O", "C", "N", "H", "H", "H", "H", "H", "H", "H", "H", "H", "H", "H"],
  "positions_angstrom": [[4.3158, 3.3135, 3.0290], [3.3314, 2.1035, 3.3344], [2.7345, 2.1070, 4.5625], [3.1909, 0.9036, 2.2026], [3.1071, 1.8321, 0.5873], [1.8471, 3.1241, 0.6556], [1.1139, 3.2943, -0.6870], [0.2764, 4.1616, -0.8270], [1.4172, 2.4120, -1.6779], [2.3805, 2.8681, -2.6258], [3.4696, 1.8224, -2.8363], [3.3407, 1.1386, -4.1773], [4.7544, 2.5031, -2.7808], [5.7681, 1.7415, -2.2883], [6.2300, 0.7712, -2.8515], [6.3088, 2.2294, -0.9581], [7.8063, 3.2190, -1.2660], [4.5426, 0.4323, 2.2527], [5.1488, -0.6528, 1.1888], [4.2715, -0.7439, 0.0549], [4.9321, -1.9890, 2.0709], [3.6410, -2.4321, 2.5496], [3.0718, -3.5438, 1.6152], [3.9769, -3.9146, 0.4567], [1.8140, -3.3020, 1.1107], [2.6577, -1.4206, 3.2006], [3.4811, -0.9078, 4.8136], [1.2355, -2.4754, 3.9127], [2.0120, -3.9707, 4.6435], [0.8653, -1.5949, 5.2864], [2.0926, -0.1738, 2.3836], [0.8819, 0.5033, 3.0733], [-0.5762, -0.0034, 2.9912], [-1.0683, -1.1802, 2.1224], [-2.1182, -2.0087, 2.8463], [-2.5995, -3.1743, 2.0021], [-3.6004, -2.7508, 1.0641], [-3.1693, -2.5780, -0.2102], [-3.5571, -1.2607, -0.8366], [-2.5531, -3.4134, -0.8513], [1.6870, -0.8014, 1.1831], [1.1609, -0.2629, 0.0397], [1.6672, -0.6813, -1.1735], [0.0396, 0.5645, -0.0114], [4.6782, 3.7205, 3.9719], [5.1909, 2.9795, 2.4807], [3.8263, 4.1132, 2.4837], [3.3764, 2.2201, 5.2633], [1.0695, 2.9976, 1.4007], [2.2835, 4.1011, 0.8399], [1.9006, 3.0360, -3.5842], [2.8477, 3.8035, -2.3242], [3.4139, 1.0624, -2.0607], [3.4949, 1.8609, -4.9750], [2.3641, 0.6771, -4.2903], [4.1077, 0.3842, -4.2980], [5.5623, 2.8525, -0.4880], [6.5592, 1.3799, -0.3374], [8.1709, 3.4327, 0.0040], [3.9693, -3.0076, 3.4034], [2.9925, -4.4535, 2.1995], [3.6065, -4.8730, 0.0986], [3.8751, -3.2200, -0.3672], [4.9985, -4.0839, 0.7675], [4.7626, -1.0339, 4.4320], [1.8666, -4.7956, 3.9571], [3.0609, -3.9066, 4.9222], [1.4417, -4.2140, 5.5349], [0.3083, -2.1659, 5.8197], [0.8720, 1.5183, 2.6907], [1.1554, 0.5581, 4.1183], [-0.9233, -0.2117, 3.9984], [-1.2117, 0.8335, 2.7088], [-1.5743, -0.7793, 1.2484], [-0.2967, -1.8343, 1.7424], [-2.9862, -1.3756, 3.0330], [-1.7565, -2.3570, 3.8096], [-3.0628, -3.9108, 2.6479], [-1.7530, -3.6287, 1.4961], [-4.6237, -1.2767, -1.0387], [-2.9982, -1.1334, -1.7500], [-3.3459, -0.4558, -0.1427], [0.9270, -0.9477, -1.7264], [0.1032, 1.3084, 0.5823], [-1.5821, 6.6660, -3.4495], [-3.0408, 7.1126, -3.4945], [-3.7627, 7.0103, -2.1430], [-4.1260, 5.6997, -1.7617], [-3.0813, 4.9319, -1.1908], [-3.7334, 6.3683, -4.5503], [-1.4852, 5.5810, -3.4410], [-1.0547, 7.0270, -4.3324], [-1.0728, 7.0611, -2.5684], [-3.0487, 8.1706, -3.7735], [-4.7050, 7.5593, -2.2211], [-3.1781, 7.4911, -1.3469], [-2.4032, 5.5480, -0.5945], [-2.5153, 4.4025, -1.9594], [-3.5369, 4.1847, -0.5405], [-4.6713, 6.7419, -4.6630], [-3.8831, 5.4219, -4.2114], [-7.1997, -6.1719, -1.2247], [-5.9333, -5.3370, -1.3923], [-6.0456, -4.2654, -2.4899], [-5.9551, -4.7620, -3.8104], [-7.1453, -5.3185, -4.3330], [-4.7906, -6.2282, -1.6067], [-7.2993, -6.9260, -2.0047], [-7.1746, -6.7007, -0.2721], [-8.0934, -5.5444, -1.2362], [-5.7645, -4.8117, -0.4467], [-5.1983, -3.5831, -2.3802], [-6.9572, -3.6632, -2.3696], [-8.0306, -4.7867, -3.9720], [-7.2306, -6.3805, -4.0916], [-7.1018, -5.2258, -5.4180], [-3.9377, -5.6732, -1.5992], [-4.8454, -6.5828, -2.5575]],
  "atomic_forces_ev_per_a": [[0.28, -0.87, 0.39], [0.55, 0.44, 0.10], [-0.35, -0.79, -0.43], [-0.47, 1.54, 0.44], [-0.38, -0.60, -0.39], [-0.16, 0.19, -0.38], [-1.15, 0.66, -0.57], [1.14, -1.02, 0.33], [0.03, 0.40, 0.53], [0.57, 0.07, -0.47], [0.03, -0.51, -0.63], [0.18, 0.01, -0.21], [-0.02, 0.00, 0.62], [0.87, -1.19, -0.53], [-0.81, 1.10, 0.58], [0.03, 0.47, -0.09], [0.22, 0.06, -0.32], [-0.09, -0.12, -0.23], [0.43, -0.74, 0.17], [-0.08, 0.35, -0.23], [-0.10, 0.96, 0.18], [-0.53, -0.76, -0.18], [0.78, 0.00, -0.65], [-0.59, -0.57, -0.12], [-0.31, -0.04, 0.08], [0.67, 0.32, 1.50], [0.29, 0.06, -0.09], [-1.04, -0.28, -0.69], [0.42, 0.18, -0.05], [0.51, -0.01, -0.23], [-0.72, -1.70, -0.21], [0.21, -0.24, -0.03], [-0.51, -0.42, -0.17], [-0.41, 0.01, -0.17], [-0.24, 0.36, -0.42], [0.14, -0.35, 0.75], [0.43, 0.53, -0.44], [0.53, -0.70, -1.42], [-0.12, -0.39, 0.57], [-0.50, 0.66, 1.23], [0.96, 0.79, -0.03], [0.18, 0.45, -0.60], [-0.41, -0.88, 0.47], [0.27, -0.03, -0.13], [-0.06, 0.22, 0.10], [0.07, 0.10, -0.35], [-0.06, 0.15, -0.13], [-0.01, 0.57, 0.29], [0.00, -0.10, 0.25], [0.15, 0.13, 0.17], [-0.38, 0.16, -0.02], [-0.03, 0.11, 0.20], [0.02, 0.07, 0.30], [-0.14, 0.18, -0.13], [-0.17, -0.04, 0.04], [0.10, -0.22, 0.10], [-0.11, 0.04, 0.19], [0.02, -0.23, 0.00], [-0.18, -0.08, 0.09], [0.11, -0.06, 0.18], [-0.23, -0.01, 0.44], [-0.04, -0.12, -0.14], [0.28, 0.39, 0.04], [0.25, 0.24, 0.00], [-0.10, 0.08, -0.22], [-0.02, -0.15, -0.16], [0.07, 0.08, 0.16], [-0.14, 0.05, 0.19], [-0.24, 0.07, 0.29], [0.08, 0.30, 0.13], [-0.06, 0.33, 0.17], [0.29, -0.12, 0.32], [0.11, 0.33, -0.11], [0.14, 0.13, -0.23], [0.24, -0.04, 0.17], [-0.14, 0.06, 0.27], [0.14, -0.21, 0.12], [-0.17, -0.25, -0.06], [-0.05, -0.22, -0.27], [-0.19, 0.11, -0.07], [0.03, 0.01, -0.24], [-0.06, 0.21, 0.07], [0.04, 0.28, -0.47], [-0.38, -0.01, 0.47], [0.10, 0.10, -0.04], [0.13, -0.25, 0.03], [-0.14, 0.20, -0.04], [0.07, 0.02, 0.09], [-0.13, -0.18, -0.07], [-0.15, 0.09, 0.10], [-0.05, -0.01, 0.05], [-0.04, -0.01, -0.03], [-0.01, -0.03, 0.02], [-0.07, 0.03, 0.04], [-0.03, -0.05, -0.01], [0.09, -0.04, -0.03], [0.05, 0.02, -0.05], [0.15, 0.05, 0.08], [-0.06, 0.04, 0.01], [0.03, 0.06, -0.08], [0.08, -0.04, -0.04], [-0.06, 0.00, 0.14], [-0.10, -0.17, -0.20], [0.17, 0.14, 0.20], [-0.11, 0.02, -0.01], [0.14, -0.03, -0.12], [0.10, 0.23, -0.05], [0.03, 0.03, -0.05], [0.05, -0.02, -0.01], [0.00, 0.00, -0.02], [0.03, 0.11, -0.05], [0.05, -0.05, -0.06], [-0.08, -0.11, 0.01], [-0.02, -0.02, 0.05], [-0.11, 0.01, 0.05], [0.02, 0.04, 0.00], [0.02, -0.04, 0.15], [-0.07, -0.08, 0.02]],
  "homo_lumo_gap_ev": 8.632,
  "charge": 0,
  "e_lumo_ev": -0.04
}